1.
C18H42Cl2F3N2O14P2V | ωB97M-V with the def2-TZVPD basis set

Properties
LUMO level	-2.22	eV
HOMO	-6.885	eV
gap between HOMO and LUMO	4.67	eV

The geometry in ORCA input format:
```
! RIJCOSX wB97M-V def2-TZVPD def2/J DEFGRID3
* xyz 0 1
O 2.8861 -1.8503 0.2705
V 1.9191 -2.8345 -0.5382
O 1.0786 -3.5432 0.5612
C 0.3729 -1.1974 -1.6837
O 1.3337 -0.4292 -0.9175
O 0.8088 -2.4918 -1.6505
C -1.0675 -0.9051 -1.1218
F -1.2738 0.4394 -1.0957
F -2.0527 -1.5844 -1.7140
F -1.1455 -1.3039 0.1866
C 1.9882 0.6563 -1.6332
C 3.0864 1.2261 -0.8440
H 3.7172 0.3625 -0.6334
H 3.8054 1.8561 -1.3677
H 2.9295 1.6793 0.1348
H 1.2877 1.4303 -1.9470
H 2.5531 0.4067 -2.5313
H 0.3086 -0.9070 -2.7323
C 4.0205 2.9438 -4.4732
C 2.7195 2.5871 -3.8069
O 2.1776 1.4722 -3.9129
N 2.0952 3.5324 -3.0232
C 0.7557 3.3968 -2.3697
H 4.6007 3.8068 -4.1469
H 3.7893 3.0854 -5.5289
H 4.7423 2.1432 -4.3119
H 2.7322 4.2460 -2.6990
H 0.1232 3.9746 -3.0436
H 0.6275 3.7190 -1.3364
H 0.4199 2.3598 -2.3766
C 0.6774 2.6669 0.1100
C 1.0101 1.7187 1.2233
O 1.5159 2.1208 2.1977
N 0.5926 0.4062 1.0210
C 0.5236 -0.4921 2.1113
H 1.5659 3.1117 -0.3381
H 0.0060 3.4104 0.5395
H 0.1737 2.1132 -0.6823
H 0.5207 0.0485 0.0792
H -0.1574 -0.1467 2.8891
H 1.5220 -0.5550 2.5441
H 0.5141 -1.5194 1.7470
C -6.2074 -4.7811 -0.2105
O -5.7677 -3.5327 -0.6064
P -5.4477 -2.2501 0.4079
O -5.2284 -2.5619 1.8303
O -4.1818 -1.5554 -0.3050
C -2.9087 -1.7063 0.1386
O -6.5825 -1.1295 0.0174
C -6.6849 -0.4769 -1.2103
H -7.2506 -4.9384 -0.4844
H -5.9386 -5.0530 0.8103
H -5.7164 -5.4784 -0.8893
H -2.8761 -2.7778 0.3359
H -2.4610 -1.0248 0.8620
H -2.3021 -1.3829 -0.7073
H -6.4272 0.5632 -1.0106
H -7.6823 -0.5059 -1.6490
H -6.0040 -0.7362 -2.0210
C 3.9138 -0.2485 1.1683
O 3.3199 -0.8609 2.3233
P 3.1256 0.0066 3.6978
O 2.2647 1.1991 3.5267
O 2.3608 -1.0868 4.6228
C 1.2516 -0.7605 5.4571
O 4.6323 0.2001 4.3636
C 5.4042 -0.9184 4.5343
H 3.6805 -0.8784 0.3099
H 4.9523 0.0795 1.2132
H 3.3449 0.6788 1.1004
H 1.3814 -1.2355 6.4295
H 0.2490 -0.9683 5.0836
H 1.1573 0.2875 5.7416
H 5.0536 -1.4876 5.3951
H 6.4506 -0.7967 4.8143
H 5.5282 -1.5186 3.6329
Cl -2.6812 2.3946 -0.2957
C -3.8566 1.1550 -0.8741
C -3.2909 0.2532 -1.9887
Cl -3.3759 1.1329 -3.5595
H -4.6769 1.6765 -1.3673
H -4.3204 0.6721 -0.0139
H -3.7350 -0.7422 -2.0007
H -2.2700 -0.0658 -1.7785
*
```

Now the Mulliken charges, all in e: number 1, O, carries -0.800; number 2, V, carries 1.237; number 3, O, carries -0.549; number 4, C, carries 0.193; number 5, O, carries 1.385; number 6, O, carries -1.095; number 7, C, carries 1.921; number 8, F, carries 0.078; number 9, F, carries -0.043; number 10, F, carries -0.179; number 11, C, carries 0.061; number 12, C, carries -2.009; number 13, H, carries 0.452; number 14, H, carries 0.190; number 15, H, carries 0.857; number 16, H, carries -0.886; number 17, H, carries 0.830; number 18, H, carries 0.565; number 19, C, carries -1.255; number 20, C, carries 0.723; number 21, O, carries -0.694; number 22, N, carries -0.004; number 23, C, carries -1.312; number 24, H, carries 0.368; number 25, H, carries 0.343; number 26, H, carries 0.332; number 27, H, carries 0.260; number 28, H, carries 0.522; number 29, H, carries 0.426; number 30, H, carries 0.794; number 31, C, carries 0.042; number 32, C, carries -0.535; number 33, O, carries -0.383; number 34, N, carries 1.160; number 35, C, carries -0.408; number 36, H, carries 0.356; number 37, H, carries 0.717; number 38, H, carries -0.672; number 39, H, carries -0.374; number 40, H, carries 0.568; number 41, H, carries -0.480; number 42, H, carries 0.224; number 43, C, carries -0.748; number 44, O, carries -0.332; number 45, P, carries 0.468; number 46, O, carries -0.728; number 47, O, carries 0.201; number 48, C, carries -0.264; number 49, O, carries -0.402; number 50, C, carries -0.591; number 51, H, carries 0.279; number 52, H, carries 0.338; number 53, H, carries 0.250; number 54, H, carries 0.318; number 55, H, carries 0.366; number 56, H, carries -2.130; number 57, H, carries 0.243; number 58, H, carries 0.388; number 59, H, carries 0.217; number 60, C, carries -0.665; number 61, O, carries -0.402; number 62, P, carries 0.636; number 63, O, carries -0.556; number 64, O, carries -0.296; number 65, C, carries -0.744; number 66, O, carries -0.423; number 67, C, carries -0.696; number 68, H, carries 0.522; number 69, H, carries 0.224; number 70, H, carries -0.025; number 71, H, carries 0.332; number 72, H, carries 0.244; number 73, H, carries 0.342; number 74, H, carries 0.250; number 75, H, carries 0.292; number 76, H, carries 0.224; number 77, Cl, carries -0.211; number 78, C, carries -0.536; number 79, C, carries 0.859; number 80, Cl, carries -0.243; number 81, H, carries 0.559; number 82, H, carries 0.180; number 83, H, carries 0.212; number 84, H, carries -0.877

***

2.
C2H4N2 | ωB97M-V with the def2-TZVPD basis set

Properties
LUMO level (spin up / spin down)	-1.21 / 0.64	eV
HOMO (spin up / spin down)	-10.528 / -9.747	eV
gap between HOMO and LUMO (spin up / spin down)	9.31 / 10.39	eV

The geometry in ORCA input format:
```
! RIJCOSX wB97M-V def2-TZVPD def2/J DEFGRID3
* xyz 0 1
C -0.6389 0.6751 -0.1052
C 0.2895 -0.4329 0.0834
N 1.0839 -0.2141 -1.0212
N -0.3738 -0.2369 -1.1872
H -1.5902 0.7229 0.2628
H -0.1362 1.6643 -0.2883
H 0.5941 -3.0122 1.6718
H 1.3331 0.7862 -1.1200
*
```

Now the Mulliken charges, all in e: number 1, C, carries -0.168; number 2, C, carries 0.108; number 3, N, carries -0.302; number 4, N, carries -0.293; number 5, H, carries 0.257; number 6, H, carries 0.139; number 7, H, carries 0.033; number 8, H, carries 0.226

***

3.
C6H13N | ωB97M-V with the def2-TZVPD basis set

Properties
LUMO level (spin up / spin down)	-2.67 / -7.01	eV
HOMO (spin up / spin down)	-15.649 / -16.353	eV
gap between HOMO and LUMO (spin up / spin down)	12.98 / 9.34	eV

The geometry in ORCA input format:
```
! RIJCOSX wB97M-V def2-TZVPD def2/J DEFGRID3
* xyz 1 2
C 0.2345 -0.7356 0.9261
N 0.2549 0.5210 0.1250
C -0.6676 1.6304 0.2281
C -1.8870 1.3174 1.0576
C 0.7288 0.1780 -1.2267
C 0.5132 -1.3261 -1.3037
C 1.1090 -1.6958 0.0275
H 0.7584 -0.6982 1.8801
H -0.7870 -1.1117 0.9595
H -0.9921 1.8998 -0.7867
H -0.0841 2.4834 0.6067
H -2.6030 2.1147 1.2345
H -1.5554 0.9646 2.0381
H -2.4092 0.5030 0.5235
H 1.7655 0.5262 -1.3461
H 0.2206 0.7051 -2.0442
H 0.8916 -1.6869 -2.2463
H -0.5510 -1.5939 -1.2527
H 2.1132 -1.3203 0.1982
H 1.0362 -2.7048 0.4005
*
```

Now the Mulliken charges, all in e: number 1, C, carries -0.637; number 2, N, carries 0.365; number 3, C, carries -0.157; number 4, C, carries -1.252; number 5, C, carries -0.601; number 6, C, carries -0.475; number 7, C, carries -0.702; number 8, H, carries 0.288; number 9, H, carries 0.439; number 10, H, carries 0.269; number 11, H, carries 0.334; number 12, H, carries 0.381; number 13, H, carries 0.355; number 14, H, carries 0.328; number 15, H, carries 0.336; number 16, H, carries 0.367; number 17, H, carries 0.370; number 18, H, carries 0.275; number 19, H, carries 0.338; number 20, H, carries 0.380

***

Q: Which max |F| values were calculated for the entries above? A: 15.88; 3.39; 2.00, in eV/A.
Q: Which energy values were calculated for the entries above? A: -4719.79225; -187.79882; -290.85109, in Ha.
Q: Which energy above the lowest of the compared OMol25 structures with the same formula, charge and spin values were calculated for the entries above? A: 2936.6; 838.8; 72.5, in kJ/mol.